{"formula": "C2H4O3S", "method": "ωB97M-V/def2-TZVPD", "symbols": ["C", "C", "O", "O", "O", "S", "H", "H", "H", "H"], "coordinates": [[0.016, -0.169, 0.269], [-1.163, 0.704, -0.071], [2.574, -0.890, 0.001], [1.846, 1.532, -0.007], [-0.355, -1.906, -0.134], [1.603, 0.136, -0.211], [-1.760, 0.332, -0.778], [-0.861, 1.635, -0.383], [-1.803, 1.041, 0.727], [-0.098, -2.416, 0.588]], "mulliken_charge": [0.40, -1.17, -0.47, -0.48, -0.55, 0.84, 0.37, 0.42, 0.33, 0.30], "fmax_ev_per_a": 6.161, "energy_ev": -19111.566, "e_lumo_ev": [-1.61, -1.61], "total_charge": 0, "homo_ha": [-0.36461, -0.36448]}